# 1
{"formula": "C3H7NO2", "method": "the ωB97M-V functional and the def2-TZVPD basis", "elements": ["N", "C", "O", "C", "C", "O", "H", "H", "H", "H", "H", "H", "H"], "positions_angstrom": [[1.496, 0.862, -1.132], [1.321, 0.493, 0.111], [2.227, 0.538, 0.887], [-0.216, -0.072, 1.165], [-0.838, -0.981, 0.236], [-1.430, -0.130, -0.620], [0.703, 0.918, -1.742], [2.376, 1.261, -1.395], [-0.833, 0.794, 1.405], [0.230, -0.464, 2.055], [-0.221, -1.808, -0.088], [-1.678, -1.284, 1.190], [-1.383, -0.448, -1.807]], "homo_lumo_gap_ev": 8.174, "largest_force_ev_per_a": 8.67, "total_charge": 0}

---

# 2
{"formula": "C3H7NO2", "method": "the ωB97M-V functional and the def2-TZVPD basis", "elements": ["C", "C", "O", "C", "O", "N", "H", "H", "H", "H", "H", "H", "H"], "positions_angstrom": [[-1.758, 0.230, 0.037], [-0.923, -0.423, -1.023], [0.521, 0.660, -1.047], [1.234, -0.050, -0.218], [0.738, -1.073, 0.252], [2.509, 0.253, 0.144], [-2.012, 1.243, -0.263], [-1.133, 0.248, 0.931], [-2.666, -0.325, 0.311], [-0.947, -1.521, -0.924], [-1.031, -0.162, -2.052], [2.803, -0.328, 0.915], [2.980, 1.123, -0.013]], "homo_lumo_gap_ev": 10.649, "largest_force_ev_per_a": 1.86, "total_charge": 0}

---

# 3
{"formula": "C3H7NO2", "method": "the ωB97M-V functional and the def2-TZVPD basis", "elements": ["N", "C", "O", "C", "C", "O", "H", "H", "H", "H", "H", "H", "H"], "positions_angstrom": [[0.281, 1.899, -0.665], [-0.848, 1.014, -0.623], [-1.972, 1.403, -0.433], [-0.482, -0.463, -0.702], [-0.162, -0.959, 0.707], [1.023, -0.295, 1.131], [0.844, 1.592, 0.135], [0.844, 1.597, -1.461], [0.428, -0.579, -1.301], [-1.282, -1.059, -1.148], [-1.001, -0.731, 1.379], [-0.012, -2.047, 0.691], [1.112, -0.389, 2.087]], "homo_lumo_gap_ev": 10.410, "largest_force_ev_per_a": 0.57, "smiles": "NC(=O)CCO", "total_charge": 0}

---

# 4
{"formula": "C3H7NO2", "method": "the ωB97M-V functional and the def2-TZVPD basis", "elements": ["N", "C", "O", "C", "C", "O", "H", "H", "H", "H", "H", "H", "H"], "positions_angstrom": [[-1.425, -0.946, -0.463], [-1.396, -0.038, -1.288], [-1.410, 0.798, -2.097], [0.342, 1.452, -0.031], [1.048, 0.811, 0.891], [0.809, -1.739, 1.028], [-0.040, -1.447, 0.651], [-2.109, -1.653, -0.695], [-0.634, 1.868, 0.203], [0.727, 1.633, -1.029], [2.053, 0.455, 0.693], [0.667, 0.631, 1.890], [1.369, -1.824, 0.248]], "homo_lumo_gap_ev": 10.136, "largest_force_ev_per_a": 1.03, "smiles": "N=C=O.C=C.O", "total_charge": 0}